Entry 1:
The following is a quantum chemistry calculation of 2 unconnected molecules or ions with the total composition Cl4H2S2Si2 in a non-equilibrium geometry, from OMol25.

Properties
LUMO (alpha / beta) (eV): -0.71 / -3.92
E_tot (eV): -87550.369
Maximum force (eV/A): 4.1
⟨S²⟩: 2.006
Relative energy (zero: lowest compared OMol25 entry of this formula, charge and spin) (kcal/mol): 30.0
Spin multiplicity: 3
Gap between HOMO and LUMO (alpha / beta) (Eh): 0.219 / 0.228

CARTESIAN COORDINATES (ANGSTROEM)
1 Cl 2.68068 -1.99935 -0.09023
2 Cl -3.34521 0.09691 0.04669
3 Cl -1.41797 -2.23310 -0.97328
4 Cl -1.35368 -1.31323 2.11240
5 S 1.76854 1.44187 -1.12010
6 S -0.57952 3.15502 0.99784
7 Si -1.41744 -0.57377 0.20036
8 Si -0.11696 1.44145 0.07921
9 H 1.62727 -2.68018 -0.66497
10 H 2.15429 2.66438 -0.58790

Atom charges from the Mulliken analysis, given in e for atoms 1 to 8: -0.27, -0.22, -0.21, -0.20, -0.26, -0.11, 0.55, 0.36


Entry 2:
The following is a quantum chemistry calculation of a molecular structure, C40H52CrN8O2P2SeSi in a non-equilibrium geometry, from OMol25.

Properties
LUMO (alpha / beta) (eV): -4.26 / -4.59
E_tot (eV): -178558.957
Maximum force (eV/A): 3.0
⟨S²⟩: 3.839
Relative energy (zero: lowest compared OMol25 entry of this formula, charge and spin) (kcal/mol): 21.1
Spin multiplicity: 4
Gap between HOMO and LUMO (alpha / beta) (Eh): 0.208 / 0.197
Charge: +1

CARTESIAN COORDINATES (ANGSTROEM)
1 Se 1.47166 0.49804 -1.25413
2 Cr 0.03244 -1.21534 0.25026
3 P -1.01060 0.61708 1.68116
4 P -1.93157 1.79456 -1.85815
5 Si 2.24644 -2.26226 2.89824
6 O -3.24127 -1.55824 -0.45696
7 O -1.31045 -0.70549 -1.15800
8 N -3.06076 2.23990 2.65973
9 N 3.83720 1.74627 -0.20787
10 N 4.29101 -0.21127 -1.00928
11 N 0.67315 -2.86870 -0.55962
12 N -1.60345 1.27552 4.33836
13 N 0.39936 -3.94489 0.07051
14 N -0.81603 3.09613 2.95384
15 N -1.08524 -2.58255 1.21868
16 C 1.02329 -2.40951 -2.91565
17 C 4.15782 -1.51405 -1.62081
18 C -0.84817 2.66853 -4.27067
19 C -4.81690 4.71575 -2.42720
20 C -0.42059 2.54111 -5.58201
21 C -1.06899 0.20634 3.52184
22 C 2.31523 -3.92967 -4.26413
23 C -3.28692 0.51255 -1.74311
24 C -0.19155 2.29042 1.92554
25 C -0.77132 2.46898 4.26758
26 C 5.47533 0.33771 -0.57847
27 C -2.17829 4.53054 -1.60763
28 C -2.74759 1.33179 1.57407
29 C 2.65175 -4.65770 -3.12755
30 C -1.39151 0.32847 -4.22122
31 C -0.48495 1.31131 -6.22168
32 C 3.42249 -1.31265 4.06123
33 C -2.20383 3.41890 2.63823
34 C -4.18044 3.48299 -2.43237
35 C 3.28476 0.65390 -0.77748
36 C 1.62506 -0.97381 1.65594
37 C -2.18787 -4.82722 2.45475
38 C -2.97397 1.61288 3.97070
39 C -2.78399 -3.57628 2.56627
40 C 5.19305 1.56255 -0.08504
41 C -2.81076 5.76449 -1.61784
42 C 2.17108 -4.27318 -1.89300
43 C -4.13664 5.85252 -2.01667
44 C 1.33299 -3.15673 -1.78185
45 C -2.20628 -2.49447 1.93062
46 C 0.89857 -3.06286 3.96754
47 C -1.36791 1.56924 -3.58746
48 C 1.50894 -2.80740 -4.15039
49 C 3.11272 2.95465 0.12760
50 C 3.26190 -3.56574 1.96843
51 C -1.08135 -4.95680 1.64343
52 C -2.61795 -0.70244 -1.06091
53 C -2.85665 3.38124 -2.01313
54 C -0.95846 0.20534 -5.53401
55 C -0.56932 -3.81770 1.02377
56 H -2.25300 3.88260 1.65030
57 H 2.65123 -4.08758 1.23139
58 H -1.75311 -0.54831 -3.70092
59 H 0.48709 -3.96374 3.51563
60 H -4.71157 2.59874 -2.76014
61 H 5.84321 2.31280 0.32583
62 H -2.68721 -1.52994 1.96535
63 H 1.41496 -0.08822 2.26794
64 H 0.25791 2.19926 4.51536
65 H -1.13328 3.18725 5.00554
66 H 2.09007 2.68711 0.37995
67 H 2.52890 -0.69405 1.10275
68 H -0.04851 -0.01056 3.84968
69 H 0.35418 -1.56325 -2.84589
70 H -2.60031 -5.68053 2.97380
71 H 3.09632 3.62916 -0.72882
72 H 4.46761 -1.51338 3.82270
73 H 5.14254 -1.86278 -1.92156
74 H 2.65480 -4.26351 -5.23490
75 H -3.69317 -3.44836 3.13434
76 H 3.26608 -1.60877 5.09933
77 H 0.06753 -2.38634 4.16988
78 H 3.66066 -4.31516 2.65398
79 H 0.86037 2.14186 2.18733
80 H 3.27194 -5.54023 -3.20108
81 H 3.27452 -0.23342 4.01222
82 H -2.27675 6.65084 -1.30004
83 H -0.16824 1.21537 -7.25179
84 H -0.80362 3.63362 -3.78277
85 H -3.49231 0.53048 1.54859
86 H -0.24986 2.82240 0.97180
87 H -0.99554 -0.76344 -6.01670
88 H 4.11317 -3.11679 1.45343
89 H -3.63500 0.22942 -2.73761
90 H 3.72218 -2.22392 -0.91912
91 H -3.58408 0.70653 3.98027
92 H -0.03044 3.40384 -6.10629
93 H 2.41168 -4.83716 -1.00414
94 H 3.58832 3.44990 0.97077
95 H -2.80816 1.89518 0.64057
96 H -2.56635 4.12869 3.38453
97 H -0.60911 -5.90588 1.43653
98 H -4.63931 6.81010 -2.01037
99 H -5.85039 4.78899 -2.73842
100 H 6.41138 -0.18074 -0.67549
101 H -4.13793 0.84223 -1.15011
102 H 3.51440 -1.44262 -2.49586
103 H -3.36131 2.31468 4.71184
104 H 1.24123 -2.24116 -5.03240
105 H -1.14076 4.44365 -1.29873
106 H -1.67231 -0.68863 3.68764
107 H 1.32467 -3.34893 4.92986

Atom charges from the Mulliken analysis, given in e for atoms 1 to 8: 0.06, -2.40, 3.14, 1.10, 0.63, -0.68, 0.87, 0.21


Entry 3:
The following is a quantum chemistry calculation of 2 unconnected molecules or ions with the total composition C8H23N3OPS in a non-equilibrium geometry, from OMol25.

Properties
LUMO (eV): -3.25
E_tot (eV): -35303.649
Maximum force (eV/A): 1.4
Gap between HOMO and LUMO (Eh): 0.321
Charge: +1

CARTESIAN COORDINATES (ANGSTROEM)
1 S -1.35464 -1.30538 -1.79576
2 P -0.98826 0.55179 -1.38760
3 O -1.34894 -1.13281 1.91776
4 N 1.33807 3.26481 -1.85157
5 N 1.20908 0.67553 -3.01108
6 N 2.72193 -0.12494 -1.22519
7 C 0.11961 2.88815 -2.59103
8 C 2.02838 2.17480 -1.16766
9 C -0.06802 1.38423 -2.75592
10 C -2.23348 -0.98616 3.01976
11 C 2.35843 0.99865 -2.05473
12 C -1.53506 -0.81106 4.35643
13 C -1.17993 -3.58892 2.02103
14 C -0.47301 -2.24758 1.96289
15 H 1.06117 3.94696 -1.15904
16 H -0.68982 1.21175 -3.62372
17 H 0.10972 -2.18771 1.04149
18 H -0.44874 -4.39675 1.99613
19 H -2.15713 1.31710 -1.26637
20 H 3.47165 -0.66820 -1.63518
21 H -2.27218 -0.65338 5.14300
22 H -0.86554 0.04967 4.32977
23 H 1.53381 1.81631 -0.26727
24 H 1.94734 -0.74717 -1.01745
25 H -0.76199 3.25835 -2.07994
26 H -0.29638 0.77534 -0.18559
27 H -0.94467 -1.68617 4.62919
28 H 3.20332 1.23199 -2.68577
29 H 0.23408 -2.14513 2.79329
30 H 2.99272 2.54230 -0.84426
31 H -2.82069 -0.09490 2.79749
32 H 1.51040 0.91356 -3.95818
33 H -2.93624 -1.82419 3.05740
34 H 1.02802 -0.33725 -3.02699
35 H -1.85266 -3.70218 1.17010
36 H 0.12775 3.34228 -3.57677
37 H -1.76813 -3.70367 2.93133

Atom charges from the Mulliken analysis, given in e for atoms 1 to 8: -0.33, 0.19, -0.30, -0.36, -0.23, -0.57, -0.72, -0.77